1.
ORCA calculation (ωB97M-V/def2-TZVPD) on a molecular structure, C38H45BN3O7PRhS3Te at a distorted geometry.

Output
E_LUMO, eV: 1.176
ΔE to the lowest compared entry with this formula, charge and spin, kJ/mol: 87.26
Charge: -1
Calculated total energy, eV: -111721.00934

Cartesian coordinates (Å):
Rh -0.558 -0.268 0.269
C -3.700 2.766 -0.131
C -4.841 2.201 0.411
C -4.741 0.991 1.073
C -3.508 0.353 1.159
N -2.415 0.890 0.597
C -2.510 2.075 -0.008
C -3.325 -0.927 1.906
C -4.397 -1.648 2.420
C -4.144 -2.820 3.113
C -2.835 -3.243 3.263
C -1.832 -2.469 2.705
N -2.069 -1.342 2.049
H -3.719 3.714 -0.651
H -5.798 2.700 0.333
H -5.617 0.553 1.527
H -1.595 2.477 -0.420
H -5.415 -1.319 2.277
H -4.963 -3.402 3.515
H -2.587 -4.162 3.776
H -0.799 -2.776 2.748
Te 1.393 -1.186 -1.267
C 3.230 -0.174 -0.934
C 3.618 0.865 -1.777
C 4.866 1.450 -1.627
C 5.739 0.994 -0.645
C 5.367 -0.052 0.186
C 4.112 -0.633 0.035
H 2.943 1.222 -2.546
H 5.159 2.263 -2.281
H 6.711 1.457 -0.525
H 6.023 -0.413 0.970
H 3.826 -1.441 0.699
N 0.396 1.107 1.528
C 1.657 0.765 2.164
C 1.739 -0.438 2.851
C 2.895 -0.747 3.547
C 3.969 0.134 3.544
C 3.879 1.327 2.845
C 2.720 1.649 2.151
S 5.498 -0.312 4.381
O 6.010 0.950 4.887
O 5.083 -1.264 5.398
O 6.303 -0.895 3.313
H 0.482 2.003 1.054
H -0.287 1.227 2.272
H 0.897 -1.122 2.825
H 2.985 -1.668 4.110
H 4.724 2.003 2.854
H 2.646 2.581 1.601
C 0.076 -5.342 2.616
C 0.873 -4.727 1.479
C 1.505 -5.789 0.603
O 0.053 -3.765 0.760
P -0.893 -3.958 -0.509
S -0.159 -4.844 -2.073
S -1.727 -2.130 -0.892
O -2.060 -4.858 0.172
C -3.138 -5.337 -0.661
C -4.438 -4.779 -0.119
C -3.082 -6.851 -0.658
H 0.715 -6.035 3.165
H -0.785 -5.887 2.223
H -0.269 -4.588 3.323
H 1.667 -4.101 1.894
H 0.757 -6.473 0.201
H 2.207 -6.355 1.219
H 2.043 -5.347 -0.231
H -2.977 -4.974 -1.680
H -4.586 -5.104 0.913
H -5.278 -5.135 -0.719
H -4.417 -3.690 -0.146
H -3.154 -7.225 0.366
H -2.141 -7.186 -1.091
H -3.908 -7.266 -1.239
C -1.025 7.143 -3.900
C 0.229 6.323 -3.569
C 0.925 6.992 -2.380
C 1.179 6.359 -4.775
C -0.126 4.864 -3.271
C -1.111 4.212 -4.010
C -1.424 2.861 -3.826
C -0.714 2.167 -2.874
O -0.843 0.876 -2.485
B 0.116 0.666 -1.424
O 0.797 1.939 -1.220
C 0.270 2.805 -2.125
C 0.581 4.134 -2.303
H -0.761 8.198 -3.996
H -1.774 7.047 -3.112
H -1.479 6.835 -4.841
H 1.091 8.049 -2.600
H 1.899 6.548 -2.173
H 0.318 6.924 -1.474
H 1.443 7.390 -5.027
H 0.712 5.899 -5.647
H 2.098 5.811 -4.558
H -1.660 4.757 -4.767
H -2.194 2.375 -4.410
H 1.357 4.580 -1.696

---

2.
ORCA calculation (ωB97M-V/def2-TZVPD) on a molecular structure, C49H53AsCl2N7OP2S2Zr.

Output
E_LUMO, eV: -3.044
ΔE to the lowest compared entry with this formula, charge and spin, kJ/mol: 175.95
Charge: +1
Calculated total energy, eV: -191563.63061

Cartesian coordinates (Å):
Zr 0.307 -0.421 0.402
C -2.521 0.498 -1.283
N -1.601 1.266 -0.415
P -2.286 1.988 1.106
C -3.543 3.225 0.591
C -4.679 3.088 -0.213
C -5.507 4.169 -0.459
C -5.234 5.409 0.107
C -4.121 5.562 0.916
C -3.280 4.480 1.144
C -3.327 0.666 1.841
C -2.896 0.238 3.097
C -3.617 -0.699 3.822
C -4.792 -1.218 3.300
C -5.242 -0.792 2.058
C -4.519 0.145 1.337
P -0.788 2.722 -1.115
C -1.999 3.480 -2.267
C -2.179 4.845 -2.033
C -3.031 5.607 -2.821
C -3.729 5.010 -3.857
C -3.564 3.653 -4.105
C -2.703 2.897 -3.327
C 0.515 2.078 -2.236
C 0.352 1.487 -3.491
C 1.451 1.132 -4.253
C 2.738 1.346 -3.773
C 2.922 1.945 -2.538
C 1.815 2.320 -1.787
H -2.849 -0.404 -0.768
H -2.004 0.196 -2.191
H -3.397 1.080 -1.556
H -4.937 2.143 -0.666
H -6.374 4.043 -1.096
H -5.888 6.249 -0.085
H -3.899 6.522 1.366
H -2.395 4.607 1.757
H -1.984 0.663 3.507
H -3.272 -1.018 4.798
H -5.359 -1.950 3.859
H -6.161 -1.193 1.650
H -4.896 0.475 0.380
H -1.648 5.312 -1.213
H -3.151 6.663 -2.618
H -4.401 5.596 -4.471
H -4.105 3.182 -4.916
H -2.605 1.847 -3.550
H -0.633 1.299 -3.889
H 1.302 0.677 -5.223
H 3.594 1.065 -4.375
H 3.920 2.147 -2.169
H 1.954 2.843 -0.848
Cl 0.834 3.991 2.767
C 2.153 3.074 2.142
C 3.475 3.533 2.312
C 4.531 2.823 1.823
Cl 6.141 3.420 2.038
C 4.326 1.600 1.131
C 5.332 0.805 0.544
C 4.977 -0.326 -0.138
C 3.626 -0.691 -0.233
N 2.662 0.016 0.322
C 3.002 1.156 0.992
C 1.897 1.893 1.487
O 0.701 1.406 1.226
H 3.642 4.467 2.831
H 6.368 1.106 0.631
H 5.723 -0.949 -0.612
H 3.313 -1.557 -0.800
S -3.251 -3.569 0.544
C -2.177 -2.437 0.785
N -1.359 -1.587 0.943
C 0.560 1.013 5.542
N 0.594 -0.358 5.025
C 0.252 -1.461 5.924
C 0.756 -0.568 3.754
N 0.902 -0.757 2.621
H 1.312 1.128 6.321
H -0.427 1.226 5.955
H 0.761 1.714 4.734
H 0.900 -1.425 6.798
H 0.398 -2.409 5.412
H -0.788 -1.379 6.243
C 1.303 -2.496 -6.636
C 1.761 -2.458 -5.210
C 3.051 -2.845 -4.846
C 3.365 -2.774 -3.510
N 2.502 -2.351 -2.582
C 1.303 -1.979 -3.025
S 0.063 -1.443 -1.909
N 0.898 -2.027 -4.298
H 1.559 -3.447 -7.101
H 1.800 -1.709 -7.206
H 0.228 -2.342 -6.686
H 3.765 -3.196 -5.578
H 4.343 -3.077 -3.149
C 3.970 -4.194 0.083
C 3.145 -3.739 1.285
As 1.288 -3.226 0.867
C 0.271 -3.887 2.429
C 1.016 -4.736 3.449
C 0.756 -4.565 -0.452
C 0.855 -6.009 0.026
H 4.963 -4.506 0.413
H 4.092 -3.410 -0.661
H 3.508 -5.042 -0.420
H 3.604 -2.879 1.777
H 3.108 -4.541 2.020
H -0.564 -4.444 1.997
H -0.170 -3.012 2.902
H 1.429 -5.642 3.004
H 0.339 -5.048 4.246
H 1.841 -4.187 3.908
H 1.365 -4.387 -1.338
H -0.272 -4.309 -0.717
H 1.868 -6.271 0.334
H 0.566 -6.692 -0.774
H 0.189 -6.199 0.868

---

3.
ORCA calculation (ωB97M-V/def2-TZVPD) on a molecular structure, C12H26AlB2BrCaF8KLiMgO11P at a distorted geometry.

Output
E_LUMO, eV: -2.842
Charge: -1
Calculated total energy, eV: -184818.02823

Cartesian coordinates (Å):
C 7.517 1.615 1.838
C 7.912 1.303 0.248
O 6.795 0.754 -0.537
C 5.839 1.808 -0.947
O 5.790 2.207 -2.249
C 4.759 2.525 0.071
C 3.305 2.868 -0.607
C 2.320 3.458 0.608
B 1.105 2.430 1.021
P 1.676 0.760 1.772
O 0.390 -0.151 2.110
O 2.765 -0.141 0.748
O 2.472 1.126 3.309
H 8.343 1.274 2.595
H 6.485 1.082 2.114
H 7.314 2.791 1.868
H 8.871 0.596 0.277
H 8.269 2.297 -0.306
H 5.298 3.460 0.566
H 4.543 1.766 0.964
H 2.860 1.915 -1.129
H 3.464 3.760 -1.369
H 1.838 4.484 0.273
H 2.981 3.657 1.574
H 0.485 2.165 0.039
H 0.422 2.958 1.845
H 2.233 -0.874 0.281
H 3.476 1.019 3.152
Mg 9.790 1.111 1.440
B -0.410 -2.706 -0.225
F -0.920 -3.578 -1.272
F 0.358 -1.627 -0.825
F -1.523 -2.150 0.527
F 0.445 -3.471 0.668
Li 4.577 5.025 -0.665
C -3.248 0.156 -3.737
C -4.184 -0.885 -3.143
C -4.434 -0.626 -1.666
O -3.614 -2.181 -3.306
H -2.271 0.133 -3.240
H -3.067 -0.050 -4.798
H -3.665 1.163 -3.642
H -5.136 -0.875 -3.685
H -3.499 -0.676 -1.096
H -5.100 -1.389 -1.249
H -4.887 0.358 -1.508
H -2.768 -2.199 -2.828
C -6.301 -3.996 0.388
C -7.566 -3.165 0.257
O -7.422 -2.052 -0.321
O -8.602 -3.696 0.747
H -5.441 -3.484 -0.053
H -6.088 -4.184 1.445
H -6.433 -4.955 -0.123
K 1.398 -2.969 -1.626
Br -5.502 0.260 -4.964
F 3.135 0.060 6.082
Al 1.398 -0.227 6.463
F 1.213 -0.532 8.228
F 0.811 -1.659 5.541
F 0.434 1.222 5.999
Ca -2.202 -1.825 -4.446
C -9.745 -1.832 -2.359
O -10.789 -2.341 -1.979
O -8.795 -2.445 -2.859
O -9.478 -0.626 -2.301

---

4.
ORCA calculation (ωB97M-V/def2-TZVPD) on C27H29N3O4 in the gas phase at a distorted geometry.

Output
SMILES string: CC(=O)Nc1ccc(N(C(=O)c2ccco2)[C@H](C(=O)NC2CCCCC2)c2ccccc2)cc1
E_LUMO, eV: 0.595
ΔE to the lowest compared entry with this formula, charge and spin, kJ/mol: 177.23
Calculated total energy, eV: -41131.57073

Cartesian coordinates (Å):
C -6.903 -2.927 -1.259
C -6.040 -1.972 -0.456
O -6.384 -1.499 0.601
N -4.845 -1.722 -1.070
C -3.794 -0.899 -0.655
C -3.835 -0.153 0.520
C -2.759 0.635 0.872
C -1.633 0.708 0.058
N -0.526 1.491 0.457
C -0.619 2.805 0.808
O 0.275 3.382 1.402
C -1.848 3.496 0.371
C -2.604 3.385 -0.769
C -3.573 4.407 -0.696
C -3.336 5.063 0.475
O -2.295 4.528 1.117
C 0.748 0.828 0.707
C 1.651 0.850 -0.538
O 1.254 1.095 -1.657
N 2.931 0.565 -0.241
C 3.982 0.495 -1.235
C 5.211 1.282 -0.773
C 5.918 0.601 0.398
C 6.287 -0.837 0.046
C 5.046 -1.627 -0.357
C 4.355 -0.960 -1.543
C 0.521 -0.570 1.230
C 0.716 -1.691 0.435
C 0.454 -2.955 0.933
C -0.014 -3.111 2.226
C -0.217 -1.997 3.023
C 0.052 -0.734 2.528
C -1.591 -0.034 -1.116
C -2.662 -0.830 -1.466
H -6.390 -3.878 -1.391
H -7.120 -2.504 -2.238
H -7.835 -3.094 -0.729
H -4.682 -2.190 -1.951
H -4.705 -0.204 1.152
H -2.790 1.204 1.790
H -2.471 2.677 -1.560
H -4.337 4.623 -1.414
H -3.828 5.893 0.943
H 1.239 1.442 1.477
H 3.181 0.351 0.711
H 3.562 0.958 -2.135
H 4.908 2.292 -0.492
H 5.904 1.359 -1.613
H 5.274 0.607 1.281
H 6.818 1.164 0.651
H 6.773 -1.315 0.899
H 6.996 -0.834 -0.784
H 4.355 -1.690 0.488
H 5.327 -2.647 -0.626
H 5.025 -0.969 -2.404
H 3.453 -1.512 -1.814
H 1.069 -1.577 -0.579
H 0.612 -3.821 0.307
H -0.223 -4.098 2.611
H -0.584 -2.112 4.032
H -0.105 0.136 3.149
H -0.727 0.040 -1.756
H -2.624 -1.402 -2.383

---

5.
ORCA calculation (ωB97M-V/def2-TZVPD) on C4H8N2O in the gas phase at a distorted geometry.

Output
SMILES string: C[C@H](O)[C@@H](N)C#N
E_LUMO, eV: 0.699
ΔE to the lowest compared entry with this formula, charge and spin, kJ/mol: 224.82
Calculated total energy, eV: -9304.06308

Cartesian coordinates (Å):
C 0.533 -0.546 -1.151
C 0.288 -0.534 0.360
O 0.208 -1.833 1.011
C -0.927 0.293 0.790
N -0.947 1.718 0.616
C -2.088 -0.257 0.100
N -2.923 -0.856 -0.434
H -0.070 -1.309 -1.606
H 1.597 -0.576 -1.489
H 0.203 0.551 -1.564
H 1.190 0.019 0.748
H -0.781 -1.888 0.943
H -1.092 0.070 1.907
H -0.056 2.078 1.043
H -1.158 2.053 -0.318

---

6.
ORCA calculation (ωB97M-V/def2-TZVPD) on C9H6ClN3 in the gas phase at a distorted geometry.

Output
SMILES string: N#C[C@@]12CC[C@]1(C#N)[C@@](Cl)(C#N)C2
E_LUMO, eV: 0.055
ΔE to the lowest compared entry with this formula, charge and spin, kJ/mol: 136.21
Calculated total energy, eV: -26419.04696

Cartesian coordinates (Å):
N 1.390 -2.729 1.351
C 1.120 -1.696 0.927
C 0.789 -0.471 0.504
C 1.753 0.344 -0.397
C 0.687 0.595 -1.512
C -0.373 -0.145 -0.626
C -1.007 -1.261 -1.317
N -1.129 -2.302 -1.821
C -1.186 0.708 0.447
Cl -1.283 2.429 0.202
C -2.506 0.292 0.676
N -3.601 0.074 0.915
C -0.094 0.389 1.460
H 2.438 -0.396 -0.726
H 1.949 1.359 0.096
H 0.205 1.554 -1.871
H 0.955 0.187 -2.539
H -0.499 -0.164 2.324
H 0.391 1.234 1.908

---

Values for frontier orbital gap, Ha, ordered as above
0.23663 0.26784 0.07821 0.31801 0.39998 0.40886